Entry 1:
19
Properties=species:S:1:pos:R:3:forces:R:3:nbo_charge:R:1 method="wB97M-V/def2-TZVPD" total_charge=0 gap_ha="0.2103 / 0.2965"
H -2.387 -0.243 2.391 1.0 0.3 -1.3 0.21
B 0.198 0.279 -2.492 -2.5 -0.8 2.3 0.89
H 1.182 0.555 4.398 -0.1 -0.7 0.0 0.21
H 0.510 -0.568 -4.685 0.2 0.3 1.8 0.27
H 2.017 -0.111 -3.642 -2.0 -0.1 -0.2 0.29
H 0.956 1.059 -4.315 -0.1 0.2 0.1 0.26
H -2.409 0.292 -0.143 1.0 -0.4 0.8 0.20
C 0.700 0.196 3.479 1.6 0.3 1.6 -0.20
C 0.816 0.301 1.170 0.3 -0.9 0.5 0.13
H 2.657 -0.084 2.391 -1.2 0.7 0.0 0.23
C -0.901 0.205 -1.494 2.7 0.0 -1.7 -0.75
C 0.872 0.084 -3.818 2.6 0.1 -1.9 -1.12
H -1.447 -0.021 4.237 1.2 0.1 0.9 0.23
H -1.704 0.222 -2.243 -0.4 0.2 0.1 0.26
C -0.601 0.185 1.041 1.2 -0.2 0.9 -0.23
C -0.673 0.016 3.474 -0.2 0.5 -1.4 -0.26
C 1.555 0.109 2.336 -1.6 0.1 -0.8 -0.32
C -1.293 -0.019 2.248 -1.5 -0.5 0.5 -0.16
C -1.294 0.185 -0.159 -2.3 0.7 -2.2 -0.14

---

Entry 2:
15
Properties=species:S:1:pos:R:3:forces:R:3:nbo_charge:R:1 method="wB97M-V/def2-TZVPD" total_charge=-1 gap_ha=0.3029
H 1.482 2.011 0.629 -2.6 -0.2 1.0 0.19
O -0.259 1.126 -0.242 0.0 -0.2 0.8 -0.56
S 1.749 -1.162 -1.276 -1.2 1.2 -0.9 1.54
C -0.175 -0.130 0.427 -1.7 0.0 -1.6 0.68
O -1.069 -0.233 1.538 -0.7 0.2 1.6 -0.54
F -2.601 -0.460 -0.091 -0.2 -0.5 -0.3 -0.35
F -1.493 -2.244 0.578 -0.3 -0.2 -0.2 -0.31
H -0.243 -0.848 -2.004 0.7 -0.1 -0.3 0.36
H -0.392 2.155 1.594 2.2 -0.3 -1.5 0.19
C 0.292 2.107 0.621 0.5 1.6 0.1 -0.29
O 0.950 -0.659 0.547 2.3 -0.5 0.7 -0.76
O 2.579 -2.261 -0.872 0.5 -1.1 0.0 -0.95
C -1.438 -0.926 0.425 0.4 1.3 0.1 0.79
N 0.466 -1.597 -2.023 0.2 -0.2 0.6 -1.17
H 0.154 3.123 0.150 -0.1 -1.1 0.2 0.17

---

Entry 3:
10
Properties=species:S:1:pos:R:3:forces:R:3:nbo_charge:R:1 method="wB97M-V/def2-TZVPD" total_charge=0 gap_ha=0.3885 smiles=CN.O
H 1.001 3.074 2.539 0.0 -0.1 0.1 0.18
C 1.497 2.339 1.900 -1.3 -0.5 0.4 -0.42
H 0.313 0.892 0.964 0.7 0.0 -0.4 0.35
O -2.282 -4.210 -4.551 -1.1 1.5 0.6 -0.93
H 2.450 2.113 2.365 0.4 0.4 -0.5 0.19
H -0.137 1.160 2.375 0.1 0.1 0.8 0.34
H -3.002 -4.097 -3.897 0.6 0.0 -0.6 0.47
H -2.056 -5.113 -4.476 0.5 -1.5 0.0 0.46
N 0.733 1.063 1.872 -0.8 0.1 -0.2 -0.84
H 1.483 2.780 0.908 0.8 0.0 -0.1 0.19

---

Entry 4:
66
Properties=species:S:1:pos:R:3:forces:R:3:nbo_charge:R:1 method="wB97M-V/def2-TZVPD" total_charge=+3 gap_ha=0.2448
C -1.648 -0.085 3.540 0.1 0.0 0.0 -0.11
H -1.509 -1.029 4.049 0.0 0.0 0.0 0.26
C -0.881 3.213 -1.268 -0.1 0.0 0.0 -0.04
S 2.806 -1.059 1.376 0.1 0.0 0.2 2.23
C -4.725 -0.175 0.118 0.0 0.0 0.0 -0.12
O 0.810 -3.594 0.297 0.0 -0.1 0.1 -0.84
C -5.954 -1.232 -1.658 0.0 0.0 0.0 -0.13
C -1.393 -2.316 -1.719 0.0 0.0 -0.3 -0.07
C 2.258 0.105 2.769 -0.1 0.0 -0.1 0.78
P -2.226 0.965 -0.262 -0.1 0.1 0.0 1.25
H -2.202 3.316 1.701 0.0 0.0 0.0 0.25
Cl 0.521 -0.588 -2.262 0.0 0.1 -0.3 0.26
H 0.041 5.003 -2.015 0.0 0.0 0.0 0.24
H -1.800 3.243 4.141 0.0 0.0 0.0 0.26
C 0.603 -4.210 2.927 0.1 0.1 0.0 0.83
W -0.204 -0.482 0.249 -0.7 0.2 0.7 1.61
H -0.026 -1.996 -4.842 0.0 0.0 0.0 0.28
C -3.785 -0.304 -2.120 0.0 0.0 0.0 -0.19
O 4.145 -0.770 1.079 0.1 0.0 0.0 -0.77
H -6.845 -1.738 -2.005 0.0 0.0 0.0 0.26
C -0.592 -1.849 -2.772 0.0 0.0 0.1 0.07
C -0.663 -2.349 -4.044 0.0 0.0 0.0 -0.25
C 0.400 2.805 -0.723 0.0 0.0 -0.1 0.14
H 1.158 3.586 -0.794 0.0 0.0 0.0 0.22
H -2.024 5.915 -2.982 0.0 0.0 0.0 0.27
H -5.012 -1.258 -3.590 0.0 0.0 0.0 0.25
H -1.437 1.103 5.302 0.0 0.0 0.0 0.27
O 2.090 1.692 0.227 0.2 0.0 0.0 -0.52
F 1.207 -5.332 2.652 0.0 0.1 0.0 -0.25
N 2.496 -2.503 1.887 -0.1 0.0 -0.1 -1.11
O 1.826 -0.749 0.249 -0.1 0.0 -0.1 -0.96
C -1.822 2.322 3.571 0.0 0.0 0.0 -0.09
F 1.050 0.657 2.435 0.2 -0.1 0.0 -0.32
C -1.589 -3.376 -4.252 0.0 0.0 0.0 -0.10
C -2.049 4.963 -2.471 0.0 0.0 0.0 -0.14
O 0.098 -1.809 1.838 -0.2 0.3 0.0 -0.94
N 0.773 1.699 -0.192 -0.1 0.0 0.0 -0.20
S 1.044 -2.995 1.565 0.0 -0.3 -0.1 2.15
C -1.928 -0.069 2.162 0.0 -0.1 -0.3 -0.34
C -3.690 0.091 -0.781 0.1 0.0 0.1 -0.47
H -3.102 -4.662 -3.435 0.0 0.0 0.0 0.27
H -1.666 -3.814 -5.239 0.0 0.0 0.0 0.27
F 3.132 1.056 2.915 0.0 0.0 0.0 -0.25
H -4.153 4.669 -2.753 0.0 0.0 0.0 0.26
C -3.236 4.266 -2.346 0.0 0.0 0.0 -0.14
C -4.921 -0.964 -2.552 0.0 0.0 0.0 -0.19
C -5.857 -0.838 -0.330 0.0 0.0 0.0 -0.20
F 0.982 -3.711 4.078 0.0 0.0 0.0 -0.26
Cl -3.300 -3.882 -0.673 0.0 0.0 0.0 0.12
F 2.097 -0.579 3.874 0.0 0.0 0.0 -0.27
C -3.258 3.038 -1.688 0.0 -0.1 0.0 -0.14
C -1.611 1.103 4.234 0.0 0.0 0.0 -0.16
C -2.091 2.504 -1.154 0.0 0.0 0.0 -0.42
H -4.196 2.507 -1.596 0.0 0.0 0.0 0.25
H -4.672 0.155 1.148 0.0 0.0 0.0 0.22
H -2.991 -0.076 -2.825 0.0 0.0 0.0 0.22
C -2.063 2.370 2.207 0.1 0.0 0.0 -0.16
C -2.401 -3.862 -3.236 0.0 0.0 0.0 -0.20
H -6.672 -1.030 0.355 0.0 0.0 0.0 0.26
C -2.158 1.170 1.510 0.0 -0.1 -0.1 -0.35
C -0.881 4.441 -1.926 0.0 0.0 0.0 -0.14
F -0.709 -4.332 2.867 0.0 0.0 0.0 -0.28
H 2.504 2.548 0.018 0.0 -0.1 0.0 0.49
H -2.263 -0.995 1.692 -0.1 0.0 0.1 0.29
C -2.317 -3.335 -1.956 0.1 0.0 0.1 0.03
N -1.163 -1.686 -0.538 0.7 0.0 0.1 -0.42

---

Entry 5:
17
Properties=species:S:1:pos:R:3:forces:R:3:mulliken_spin:R:1 method="wB97M-V/def2-TZVPD" total_charge=0 s2=2.006 gap_ha="0.1971 / 0.2170" multiplicity=3
H 1.368 0.540 -1.656 -0.4 -0.6 0.1 0.00
C 0.770 2.501 1.528 1.3 -0.6 2.5 0.39
H -2.446 -0.002 -0.062 -0.7 0.4 0.8 0.00
H 2.041 -2.674 0.557 0.4 -0.1 -0.5 0.00
N -0.747 0.603 -1.124 -1.7 0.3 -0.3 0.01
H -2.822 1.045 -1.511 0.1 -0.1 0.2 0.00
H 0.832 -2.228 1.552 -1.5 0.1 3.3 0.00
N 0.144 2.509 0.532 -1.7 2.3 -3.8 0.64
C 1.097 -2.145 0.585 -0.6 -2.3 -4.2 0.00
S 0.426 -0.404 -1.325 -0.3 1.0 0.0 0.01
H -2.388 -0.760 -1.597 -0.1 1.3 0.1 0.00
H 1.226 -0.052 0.793 0.0 -0.6 -0.5 0.01
C -2.225 0.245 -1.077 2.4 -2.4 -1.1 0.00
N 1.210 -0.811 0.094 0.2 1.1 0.3 0.00
H -0.543 1.986 0.033 -0.8 -1.3 -0.7 -0.05
H 0.329 -2.784 -0.095 1.7 1.4 1.6 0.00
S 1.727 2.432 2.774 1.6 0.0 2.2 0.99

---

Entry 6:
33
Properties=species:S:1:pos:R:3:forces:R:3:lowdin_charge:R:1 method="wB97M-V/def2-TZVPD" total_charge=+2 gap_ha="0.1751 / 0.1567"
Ca 0.043 0.128 1.807 -0.3 0.5 -0.5 1.06
C 3.267 -1.695 -0.575 -0.3 0.2 0.1 0.00
C -2.906 -1.294 -2.162 -0.5 -0.4 0.2 0.14
C 2.477 -0.984 -1.482 0.2 -0.3 0.5 -0.02
H -0.367 3.147 2.399 0.1 0.2 0.1 0.10
H -0.779 -1.592 1.603 1.3 -1.1 2.7 0.06
H -1.409 -0.276 -3.519 -0.1 0.0 0.1 0.16
H 4.165 -2.259 -0.785 -0.1 0.1 0.0 0.12
H 0.579 0.843 -2.458 -0.2 -0.2 0.1 0.14
H 2.567 -0.838 -2.549 0.1 -0.1 0.1 0.14
H -3.443 -1.906 -0.053 -0.2 -0.1 0.1 0.14
H -0.821 -1.822 3.399 -2.2 -2.0 2.6 -0.02
C 2.651 -1.510 0.680 -0.7 0.8 -1.9 -0.08
N -1.627 -0.858 -0.313 -3.3 -1.7 -0.2 0.10
N -0.030 1.725 0.889 -0.5 6.6 -3.6 -0.29
H -3.701 -1.650 -2.796 -0.1 0.0 0.0 0.15
C -2.779 -1.432 -0.747 2.5 1.1 1.9 0.01
H 2.925 -1.860 1.656 0.2 -0.1 0.2 0.12
N 1.555 -0.736 0.513 1.3 -0.9 -0.6 -0.13
H 0.622 -2.365 2.437 1.5 -2.4 0.2 0.02
B 0.295 0.454 -1.356 1.7 0.9 0.0 -0.46
C -0.220 2.967 1.347 0.2 0.4 -2.1 -0.10
Br -1.910 0.917 3.704 -0.6 0.3 0.5 0.46
N 1.453 -0.418 -0.812 0.2 -0.4 0.3 -0.04
C -1.754 -0.603 -2.546 2.7 1.3 1.4 0.07
C -0.179 3.833 0.244 0.0 -0.1 0.0 0.01
H 0.478 -0.696 3.242 -1.1 -5.1 0.7 0.07
C -0.161 -1.742 2.647 0.4 1.3 0.2 -0.15
C 0.046 3.009 -0.865 -0.2 0.3 0.3 -0.01
H -0.295 4.905 0.254 0.0 -0.1 -0.1 0.12
N -1.020 -0.359 -1.430 -1.3 0.0 -3.4 0.03
N 0.133 1.730 -0.458 -0.5 0.7 0.1 -0.01
H 0.145 3.238 -1.915 0.0 0.2 0.1 0.14

---

Entry 7:
77
Properties=species:S:1:pos:R:3:forces:R:3:mulliken_spin:R:1 method="wB97M-V/def2-TZVPD" total_charge=+2 s2=6.043 gap_ha="0.2322 / 0.1805" multiplicity=5
H 4.856 5.513 -3.111 -0.3 -0.2 0.0 0.01
C -1.000 -2.507 -3.470 0.3 -0.1 -1.2 0.01
H 1.206 -3.175 1.192 -0.1 0.3 0.0 0.00
H 2.093 1.278 1.154 0.3 0.4 0.1 -0.01
H 6.112 3.384 -4.396 -0.3 -0.2 -0.1 0.01
H 5.305 -1.308 -5.272 -0.3 0.0 0.3 0.00
H -0.283 4.934 -1.402 0.5 -0.5 0.1 0.00
H -2.128 0.714 0.513 0.3 0.0 -0.1 0.00
C 0.487 4.163 -1.172 0.1 0.3 -0.7 0.03
C 2.904 2.560 -0.388 -0.1 0.2 0.7 0.11
H 0.471 3.656 -3.266 0.0 -0.1 0.1 0.01
H 1.629 1.853 5.814 -0.1 0.0 0.0 0.00
C 0.899 3.027 1.168 0.7 0.3 -2.1 0.24
P 3.880 0.270 -4.007 1.7 0.3 -2.0 0.14
H 2.831 0.669 -1.626 0.5 1.3 0.2 0.01
C 4.688 -1.335 -4.362 -0.2 -0.4 0.2 0.02
H 0.607 0.451 5.456 -0.2 0.1 -0.1 0.00
H 1.647 -3.982 -0.625 -0.1 -0.3 -0.3 0.00
O 0.068 2.259 4.494 0.1 0.4 -0.4 0.01
H 5.333 -1.583 -3.504 -0.2 0.0 -0.3 0.00
H 1.194 1.318 -3.246 0.3 0.4 0.6 0.05
C 0.976 -3.775 -1.465 0.5 0.5 -0.1 -0.01
C -0.608 -0.619 -0.264 0.7 -0.4 0.3 0.02
H 0.127 -4.478 -1.453 0.3 0.3 0.0 0.00
H 3.125 5.363 -2.682 0.2 0.2 -0.2 0.00
C 3.923 4.978 -3.327 -0.8 0.1 0.1 0.04
H -2.822 0.110 -1.911 0.2 0.1 -0.3 0.00
H 2.975 2.708 1.716 -0.6 -0.1 0.0 0.00
C 2.226 2.363 0.979 0.3 -0.8 0.2 -0.02
C 0.209 3.703 0.253 -0.5 1.3 1.1 -0.09
H -1.801 0.472 -3.366 -0.2 -0.1 0.2 0.00
C 0.678 -2.221 1.271 0.2 -0.1 0.1 -0.01
C 1.333 1.969 -2.328 0.0 -0.8 0.2 0.02
H 3.519 0.680 -6.448 -0.1 -0.1 0.4 0.00
C 5.602 3.366 -1.874 -0.3 -0.4 0.5 0.02
C -0.399 -1.754 -2.342 -1.8 -0.9 0.8 0.35
H 0.429 2.698 2.337 0.3 0.4 -0.6 0.29
C 0.499 -2.347 -1.344 -1.3 -1.7 0.0 -0.10
H 5.255 3.608 -0.865 0.4 0.0 -0.2 0.00
H 2.331 1.524 -5.409 0.1 -0.2 -0.1 0.00
H 2.793 3.616 -0.662 0.2 -0.4 0.0 0.01
H -1.670 1.457 -1.904 -0.4 -0.2 0.0 0.00
C -1.209 0.200 0.823 0.0 0.4 0.3 0.02
H 1.449 4.690 -1.295 -0.5 -0.1 0.3 -0.01
Os 1.137 -0.594 -2.135 4.3 3.2 -0.4 1.95
C 0.658 1.918 3.377 0.6 -2.5 2.0 0.27
H 3.915 -2.108 -4.453 0.3 0.0 0.0 0.00
P 4.157 3.175 -3.026 2.3 1.4 -0.7 0.32
C 5.424 1.293 -4.590 -0.2 0.0 0.7 0.00
C 0.220 -1.720 -0.058 -0.3 0.6 0.4 0.14
H 3.981 2.371 -0.248 -0.6 -0.2 -0.1 0.00
C -1.837 0.444 -2.272 0.2 0.3 -0.1 -0.03
H -0.625 4.297 0.664 -0.1 -0.8 -0.2 0.02
H -0.656 2.742 -2.313 0.5 0.0 -0.1 0.02
H 3.660 5.141 -4.379 -0.1 0.0 0.3 0.00
H -1.483 -0.435 1.680 0.2 0.1 -0.3 0.00
C 0.605 1.526 5.624 -0.2 0.1 0.8 0.02
C -0.783 -0.456 -1.717 -2.8 -1.6 0.4 -0.14
H 6.218 4.198 -2.235 -0.1 -0.3 0.0 0.00
H 1.324 -1.504 1.800 -0.2 -0.1 -0.1 0.01
H 6.254 1.011 -3.922 -0.2 0.1 -0.3 0.00
H -0.300 -2.526 -4.320 -0.3 -0.1 0.1 0.00
C 2.902 0.595 -5.541 -0.4 -0.2 0.2 -0.01
H -0.204 -2.398 1.898 0.1 0.1 0.0 0.00
C 2.383 1.692 -1.479 -1.0 -0.4 -0.7 0.04
H 5.691 0.981 -5.614 -0.2 -0.1 0.4 0.00
H -0.053 1.793 6.445 0.1 0.0 0.1 0.00
H 2.192 -0.231 -5.661 0.0 0.2 -0.1 0.00
H -0.494 0.951 1.200 -0.4 -0.2 -0.2 0.02
O 1.416 0.967 3.311 -0.7 1.3 -0.9 0.14
H -1.193 -3.555 -3.209 0.0 0.3 0.1 0.00
H 4.661 3.218 -5.403 0.2 -0.4 0.2 0.00
H 6.208 2.453 -1.851 -0.1 0.1 0.1 0.00
H -1.934 -2.073 -3.839 0.1 0.0 0.2 0.00
C 0.375 3.116 -2.310 0.0 0.7 0.2 -0.04
H 1.536 -3.897 -2.402 -0.2 -0.2 0.3 0.00
C 5.183 2.804 -4.523 -0.5 -0.3 -0.1 0.03

---

Entry 8:
13
Properties=species:S:1:pos:R:3:forces:R:3:nbo_charge:R:1 method="wB97M-V/def2-TZVPD" total_charge=0 gap_ha=0.4028 smiles="C[C@@H]1C=CC(=O)O1"
H -1.671 2.122 -0.880 0.1 -0.1 0.0 0.24
C 0.208 1.055 -1.529 0.2 0.3 -0.5 0.74
H -0.419 -2.151 0.177 0.1 0.1 0.0 0.22
O 0.897 0.014 -0.980 0.0 0.0 0.0 -0.48
H 1.259 0.279 0.992 -0.1 0.0 0.1 0.20
C -0.920 1.386 -0.629 0.0 -0.2 0.3 -0.32
H -1.386 0.697 1.368 0.0 0.0 0.0 0.22
H 1.315 -2.136 0.604 -0.2 0.0 -0.1 0.23
C 0.354 -1.636 0.753 0.0 -0.1 0.0 -0.62
H 0.112 -1.714 1.819 0.0 0.1 -0.2 0.22
O 0.549 1.589 -2.547 -0.2 -0.3 0.2 -0.56
C -0.770 0.669 0.482 0.0 0.2 -0.2 -0.14
C 0.472 -0.173 0.371 0.1 0.1 0.3 0.05

---

Copy entry 6 word for word.
33
Properties=species:S:1:pos:R:3:forces:R:3:lowdin_charge:R:1 method="wB97M-V/def2-TZVPD" total_charge=+2 gap_ha="0.1751 / 0.1567"
Ca 0.043 0.128 1.807 -0.3 0.5 -0.5 1.06
C 3.267 -1.695 -0.575 -0.3 0.2 0.1 0.00
C -2.906 -1.294 -2.162 -0.5 -0.4 0.2 0.14
C 2.477 -0.984 -1.482 0.2 -0.3 0.5 -0.02
H -0.367 3.147 2.399 0.1 0.2 0.1 0.10
H -0.779 -1.592 1.603 1.3 -1.1 2.7 0.06
H -1.409 -0.276 -3.519 -0.1 0.0 0.1 0.16
H 4.165 -2.259 -0.785 -0.1 0.1 0.0 0.12
H 0.579 0.843 -2.458 -0.2 -0.2 0.1 0.14
H 2.567 -0.838 -2.549 0.1 -0.1 0.1 0.14
H -3.443 -1.906 -0.053 -0.2 -0.1 0.1 0.14
H -0.821 -1.822 3.399 -2.2 -2.0 2.6 -0.02
C 2.651 -1.510 0.680 -0.7 0.8 -1.9 -0.08
N -1.627 -0.858 -0.313 -3.3 -1.7 -0.2 0.10
N -0.030 1.725 0.889 -0.5 6.6 -3.6 -0.29
H -3.701 -1.650 -2.796 -0.1 0.0 0.0 0.15
C -2.779 -1.432 -0.747 2.5 1.1 1.9 0.01
H 2.925 -1.860 1.656 0.2 -0.1 0.2 0.12
N 1.555 -0.736 0.513 1.3 -0.9 -0.6 -0.13
H 0.622 -2.365 2.437 1.5 -2.4 0.2 0.02
B 0.295 0.454 -1.356 1.7 0.9 0.0 -0.46
C -0.220 2.967 1.347 0.2 0.4 -2.1 -0.10
Br -1.910 0.917 3.704 -0.6 0.3 0.5 0.46
N 1.453 -0.418 -0.812 0.2 -0.4 0.3 -0.04
C -1.754 -0.603 -2.546 2.7 1.3 1.4 0.07
C -0.179 3.833 0.244 0.0 -0.1 0.0 0.01
H 0.478 -0.696 3.242 -1.1 -5.1 0.7 0.07
C -0.161 -1.742 2.647 0.4 1.3 0.2 -0.15
C 0.046 3.009 -0.865 -0.2 0.3 0.3 -0.01
H -0.295 4.905 0.254 0.0 -0.1 -0.1 0.12
N -1.020 -0.359 -1.430 -1.3 0.0 -3.4 0.03
N 0.133 1.730 -0.458 -0.5 0.7 0.1 -0.01
H 0.145 3.238 -1.915 0.0 0.2 0.1 0.14